14
Properties=species:S:1:pos:R:3:nbo_charge:R:1 method="wB97M-V/def2-TZVPD" e_above_lowest_kcal_mol=141.8 e_homo_ev="-9.089 / -9.090" lumo_ha="-0.024 / -0.024" homo_lumo_gap_ev="8.43 / 8.43" energy_ev=-9841.1319 charge=0
C -1.22 -0.65 -0.82 -0.2941
C -0.22 0.06 -0.24 -0.0108
N -0.48 1.25 0.54 0.1297
O -1.58 1.43 0.86 -0.2593
C 1.20 -0.29 -0.46 0.0079
C 2.30 0.62 -0.14 -0.1003
O 2.00 -0.48 0.70 -0.4744
H -2.24 -0.31 -0.77 0.2208
H -0.99 -1.53 -1.40 0.2076
H 1.35 -1.02 -1.25 0.1913
H 3.24 0.54 -0.69 0.1851
H 2.08 1.60 0.29 0.2020
H -2.73 -0.98 1.66 -0.0182
H -2.71 -0.23 1.71 0.0128